No. 1
An isolated molecule of C6H10O, computed with ωB97M-V/def2-TZVPD.

```
! wB97M-V def2-TZVPD RIJCOSX def2/J DEFGRID3
* xyz 0 1
C 1.687 1.380 2.260
C 1.358 0.692 1.161
O 2.255 0.025 0.371
C -0.011 0.519 0.671
C -0.351 0.403 -0.604
C -1.609 -0.141 -1.207
C -1.463 -1.651 -1.404
H 2.641 1.828 2.485
H 0.836 1.632 2.882
H 3.150 0.327 0.514
H -0.782 0.275 1.404
H 0.441 0.423 -1.355
H -2.387 0.165 -0.491
H -1.848 0.268 -2.190
H -1.770 -2.049 -2.376
H -0.384 -1.838 -1.560
H -1.761 -2.257 -0.560
*
```

## Properties
**SMILES**: C=C(O)/C=C/CC
**Kohn-Sham gap**: 9.313 eV
**DFT total energy**: -8429.815 eV
**E_HOMO**: -8.4 eV
**Relative energy (zero: lowest compared OMol25 entry of this formula, charge and spin)**: 1.425 eV

No. 2
An isolated molecule of C6H10O, computed with ωB97M-V/def2-TZVPD.

```
! wB97M-V def2-TZVPD RIJCOSX def2/J DEFGRID3
* xyz 0 1
C -0.662 0.692 -1.797
C -0.319 -0.266 -0.662
C 0.931 -1.119 -0.717
C 1.369 -0.721 0.466
C 0.187 0.234 0.779
C -0.782 -0.142 1.780
O 0.571 1.561 0.833
H -0.248 1.722 -1.585
H -1.647 0.769 -1.948
H -0.281 0.204 -2.672
H -1.110 -0.998 -0.698
H 1.403 -1.804 -1.460
H 2.285 -0.941 1.152
H -1.771 0.215 1.507
H -0.492 0.236 2.736
H -0.833 -1.156 1.905
H 1.398 1.513 0.383
*
```

## Properties
**SMILES**: C[C@H]1C=C[C@@]1(C)O
**Kohn-Sham gap**: 10.632 eV
**DFT total energy**: -8429.137 eV
**E_HOMO**: -9.6 eV
**Relative energy (zero: lowest compared OMol25 entry of this formula, charge and spin)**: 2.104 eV

No. 3
An isolated molecule of C6H10O, computed with ωB97M-V/def2-TZVPD.

```
! wB97M-V def2-TZVPD RIJCOSX def2/J DEFGRID3
* xyz 0 1
C 1.880 0.624 -0.771
C 0.722 -0.039 -0.112
C -0.110 -1.384 0.786
C -1.252 -1.129 -0.142
C -0.744 0.248 -0.564
C -0.798 1.202 0.619
O 0.375 0.643 1.214
H 2.825 0.414 -0.303
H 1.901 0.267 -1.775
H 1.794 1.699 -0.801
H 0.528 -2.185 0.547
H -0.363 -1.389 1.839
H -2.226 -1.146 0.318
H -1.248 -1.842 -0.957
H -1.019 0.623 -1.552
H -1.662 1.158 1.292
H -0.604 2.236 0.361
*
```

## Properties
**SMILES**: C[C@]12CC[C@H]1CO2
**Kohn-Sham gap**: 8.814 eV
**DFT total energy**: -8427.091 eV
**E_HOMO**: -7.7 eV
**Relative energy (zero: lowest compared OMol25 entry of this formula, charge and spin)**: 4.150 eV